# C5H8O2

The molecule C5H8O2 (ωB97M-V/def2-TZVPD, the OMol25 dataset).

Calculated values
SMILES string: CC1(OC=O)CC1
Kohn-Sham gap: 0.4054 Ha
Energy above the lowest of the compared OMol25 structures with the same formula, charge and spin: 40.2 kcal per mole
E: -345.740965 hartree
Net charge: 0

Positions of all 15 atoms, in Å:
C -0.135 1.312 -0.387
C -0.178 -0.143 0.088
O 1.113 -0.569 0.556
C 2.159 0.103 0.051
O 2.319 0.418 -1.098
C -1.037 -1.227 -0.495
C -1.252 -0.778 0.928
H -0.316 1.389 -1.457
H 0.882 1.716 -0.349
H -0.825 1.950 0.169
H 2.813 0.429 0.870
H -1.797 -0.967 -1.229
H -0.568 -2.194 -0.648
H -2.157 -0.228 1.175
H -0.918 -1.455 1.712

Cartesian forces (eV/Å) of the 2 atoms listed first:
-0.3 0.0 -0.2
-0.1 0.1 -0.1

How positive or negative is each atom? The Mulliken charges in e answer that: -1.3611 1.1431 -0.3471 0.0579 -0.4604 -0.6900 -0.7521 0.3250 0.4420 0.3331 0.3491 0.2456 0.2425 0.2497 0.2228